Density functional theory data (ωB97M-V/def2-TZVPD) for a 6-piece molecular cluster, C54H114N6O6 overall in a non-equilibrium geometry.

Atoms and positions in Å:
C1 -8.34099 -5.07269 4.46988
C2 -7.24691 -4.18597 3.73120
C3 -5.92743 -4.43647 4.41213
C4 -5.18296 -5.87047 4.22174
C5 -5.15751 -6.27730 2.75420
C6 -6.43736 -5.96557 2.02114
N1 -7.05011 -4.61346 2.30072
O1 -8.11302 -4.31170 1.55215
C7 -6.05581 -6.07176 0.53396
C8 -7.48359 -7.09724 2.26914
C9 -7.65893 -2.72236 3.95877
H1 -9.13409 -5.49512 3.85291
H2 -8.72191 -4.38715 5.22687
H3 -7.93155 -5.91960 5.02050
H4 -5.26383 -3.63519 4.08703
H5 -6.02542 -4.29868 5.48894
H6 -5.69968 -6.64767 4.78483
H7 -4.16661 -5.67427 4.56326
H8 -5.00382 -7.35369 2.67765
H9 -4.25301 -5.83098 2.34093
H10 -5.32716 -5.31054 0.25521
H11 -5.54132 -7.00187 0.29251
H12 -6.94101 -5.98377 -0.09595
H13 -7.75785 -7.08390 3.32398
H14 -8.43043 -6.80784 1.81324
H15 -7.23320 -8.11778 1.97950
H16 -8.52753 -2.38915 3.39079
H17 -6.92363 -2.05845 3.50418
H18 -7.97555 -2.44217 4.96343
H19 -8.06032 -3.42830 1.18010
C10 4.91190 1.63030 0.10919
C11 5.51553 2.85296 -0.59377
C12 7.07876 2.69101 -0.38050
C13 7.81256 1.73720 -1.37010
C14 7.54619 2.35182 -2.78199
C15 6.03694 2.33428 -3.14401
N2 5.21838 2.94280 -2.05450
O2 3.87313 3.15830 -2.31407
C16 5.73050 3.08236 -4.48295
C17 5.65902 0.84613 -3.30220
C18 5.06299 4.15489 0.10976
H20 5.57582 0.78126 -0.05340
H21 3.92575 1.42116 -0.30539
H22 4.89611 1.73575 1.19396
H23 7.59884 3.64502 -0.29396
H24 7.34031 2.08665 0.48809
H25 7.45991 0.70586 -1.36151
H26 8.84308 1.50597 -1.10054
H27 8.17820 1.93034 -3.56367
H28 7.92060 3.37504 -2.75114
H29 4.77394 3.05013 -5.00454
H30 5.91366 4.10892 -4.16557
H31 6.41094 2.71248 -5.24994
H32 5.34927 0.29271 -2.41569
H33 4.90981 0.64372 -4.06759
H34 6.50378 0.22304 -3.59587
H35 5.38854 5.02343 -0.46272
H36 5.50098 4.31680 1.09467
H37 3.99041 4.20835 0.29640
H38 3.47347 2.32209 -2.06380
C19 4.66012 7.80170 5.11222
C20 3.36346 7.81971 5.99642
C21 2.50890 9.10191 5.58697
C22 1.82967 9.04912 4.23842
C23 1.24263 7.61621 3.89043
C24 1.36092 6.51838 5.07926
N3 2.68037 6.54133 5.69418
O3 3.06201 5.41501 6.39179
C25 0.20361 6.67511 6.13068
C26 1.18669 5.10241 4.38083
C27 3.75764 7.92941 7.56944
H39 4.47766 7.80324 4.03760
H40 5.25695 6.91147 5.31059
H41 5.25930 8.69695 5.27845
H42 1.79039 9.29276 6.38410
H43 3.10921 10.01141 5.61076
H44 2.56530 9.31015 3.47762
H45 1.00674 9.75576 4.34580
H46 1.34023 7.29067 2.85476
H47 0.16912 7.79489 3.95165
H48 0.43010 6.27012 7.11698
H49 -0.12446 7.70991 6.22902
H50 -0.65945 6.04734 5.90899
H51 0.72642 5.30992 3.41482
H52 2.14197 4.66200 4.09519
H53 0.59329 4.39365 4.95842
H54 2.93842 7.67341 8.24133
H55 3.94950 8.95483 7.88538
H56 4.55199 7.26983 7.91883
H57 3.92057 5.28464 5.98255
C28 3.89195 -4.38750 2.22867
C29 3.77458 -5.67352 3.00970
C30 2.27318 -6.09817 2.87441
C31 1.83053 -7.40625 3.42292
C32 2.71859 -8.49916 2.75848
C33 4.28598 -8.09473 2.64057
N4 4.52565 -6.70231 2.28819
O4 5.80804 -6.44426 2.21879
C34 4.97914 -8.52825 4.01992
C35 4.97150 -8.97082 1.44823
C36 4.14754 -5.49469 4.45131
H58 3.71153 -4.37664 1.15376
H59 4.92015 -4.06594 2.39454
H60 3.23423 -3.61478 2.62668
H61 1.51391 -5.34143 3.07176
H62 2.07496 -6.25101 1.81354
H63 0.77532 -7.54080 3.18518
H64 1.91844 -7.38305 4.50912
H65 2.27010 -8.93896 1.86768
H66 2.69638 -9.30159 3.49585
H67 5.31691 -9.56453 4.03187
H68 5.68701 -7.83298 4.47117
H69 4.12081 -8.57568 4.69009
H70 4.58662 -8.53979 0.52401
H71 6.04986 -9.12130 1.39729
H72 4.54101 -9.96899 1.36797
H73 3.87841 -6.34134 5.08286
H74 3.57993 -4.62843 4.79116
H75 5.18863 -5.18786 4.55178
H76 5.85169 -5.94280 1.40134
C37 -3.06138 2.65075 -10.58490
C38 -1.68057 2.32464 -9.94387
C39 -1.37559 3.59029 -9.02153
C40 -0.22128 3.41528 -8.02523
C41 -0.31780 2.08935 -7.28272
C42 -0.56369 0.76794 -8.14967
N5 -1.68704 1.08283 -9.04757
O5 -2.15729 -0.01823 -9.83334
C43 0.74480 0.25223 -8.71439
C44 -1.01124 -0.29641 -7.08558
C45 -0.52285 2.25569 -10.96948
H77 -3.90143 2.63008 -9.89065
H78 -3.25312 1.84558 -11.29414
H79 -3.01170 3.60982 -11.10048
H80 -1.12145 4.42976 -9.66868
H81 -2.24268 4.04646 -8.54387
H82 -0.02914 4.27110 -7.37812
H83 0.67132 3.46153 -8.64911
H84 -1.09574 2.17419 -6.52396
H85 0.68000 1.96143 -6.86304
H86 0.63682 -0.45759 -9.53451
H87 1.33085 1.04999 -9.17068
H88 1.32668 -0.20346 -7.91323
H89 -1.16093 -1.26278 -7.56705
H90 -0.35273 -0.31883 -6.21728
H91 -1.97811 0.00228 -6.68054
H92 -0.32488 1.29730 -11.44947
H93 0.40891 2.39372 -10.42096
H94 -0.63547 3.15723 -11.57169
H95 -3.09427 0.18423 -9.88507
C46 -6.76624 0.22167 -1.76703
C47 -5.39967 0.97281 -1.32467
C48 -5.77512 1.66024 -0.00942
C49 -4.54206 2.14826 0.90796
C50 -3.63645 0.91520 1.05529
C51 -3.25523 0.10794 -0.19396
N6 -4.44521 -0.10880 -1.08645
O6 -4.21878 -0.98210 -2.19861
C52 -2.17014 0.89969 -1.00770
C53 -2.70969 -1.26136 0.31107
C54 -4.94580 2.06290 -2.33505
H96 -7.49930 0.95136 -2.11096
H97 -7.21252 -0.24893 -0.89098
H98 -6.64017 -0.48205 -2.58983
H99 -6.43771 2.45730 -0.34672
H100 -6.50733 1.06738 0.53874
H101 -4.91653 2.43723 1.88998
H102 -4.07392 3.01671 0.44456
H103 -4.03478 0.19459 1.76954
H104 -2.73966 1.21216 1.59905
H105 -2.53149 1.86506 -1.36209
H106 -1.35233 1.10488 -0.31692
H107 -1.75322 0.35729 -1.85627
H108 -2.28999 -1.84689 -0.50691
H109 -1.97646 -1.10723 1.10272
H110 -3.55390 -1.79232 0.75097
H111 -4.25201 2.77756 -1.89231
H112 -5.81900 2.58578 -2.72520
H113 -4.40431 1.69578 -3.20690
H114 -4.38938 -1.84403 -1.81186

As for the net charge: 0. The LUMO energy is 0.19 eV. Its energy relative to the best compared isomer or geometry (same formula, charge and spin) is 8.197 eV. For the HOMO-LUMO gap, the calculation gives 7.81 eV. The HOMO energy comes out at -7.62 eV. The molar mass is 943.542 u.

Density functional theory data (ωB97M-V/def2-TZVPD) for a 7-piece molecular cluster, C54H120BF4N6 overall in a non-equilibrium geometry.

Atoms and positions in Å:
C1 -9.12994 0.53130 3.22881
C2 -8.80544 -0.94931 3.47867
C3 -7.38865 -1.17501 4.19086
C4 -7.16281 -2.65839 4.42021
N1 -6.08826 -3.10062 5.46134
C5 -5.97928 -4.64672 5.50727
C6 -4.58973 -4.99183 6.04936
C7 -3.88465 -3.61878 5.92489
C8 -4.68142 -2.65678 5.10008
C9 -6.56855 -2.58713 6.81529
H1 -8.22046 0.96298 2.81099
H2 -9.18848 1.14694 4.12640
H3 -9.94773 0.78561 2.55452
H4 -8.90811 -1.60485 2.61390
H5 -9.55101 -1.32717 4.17828
H6 -7.21277 -0.51550 5.04069
H7 -6.67261 -0.75521 3.48435
H8 -6.78993 -3.05605 3.47632
H9 -8.08389 -3.12685 4.76697
H10 -6.84762 -5.01676 6.05240
H11 -6.07688 -5.06735 4.50645
H12 -4.65030 -5.36725 7.07087
H13 -4.06474 -5.67105 5.37769
H14 -3.75397 -3.14915 6.89981
H15 -2.96864 -3.77192 5.35428
H16 -4.45995 -1.59756 5.23088
H17 -4.55162 -2.88494 4.04217
H18 -7.60670 -2.89481 6.94049
H19 -6.42834 -1.50693 6.77523
H20 -6.06907 -3.02956 7.67719
C10 2.23694 3.05655 -4.11492
C11 3.09497 4.36166 -4.30880
C12 4.25674 4.28515 -5.38665
C13 3.77229 4.17672 -6.82645
N2 4.84774 3.72772 -7.82167
C14 4.27876 3.52476 -9.24712
C15 5.02319 2.33435 -9.91697
C16 5.84370 1.66932 -8.75714
C17 5.30512 2.29021 -7.50196
C18 6.03613 4.73115 -7.90151
H21 2.90354 2.23894 -3.84061
H22 1.70310 2.77577 -5.02281
H23 1.57539 3.24801 -3.27005
H24 3.47625 4.59796 -3.31538
H25 2.41172 5.19646 -4.46491
H26 5.08173 3.60737 -5.16733
H27 4.72559 5.25801 -5.23890
H28 3.51229 5.18752 -7.14076
H29 2.95062 3.47667 -6.97764
H30 4.30702 4.39839 -9.89835
H31 3.26248 3.16793 -9.07999
H32 5.65146 2.67616 -10.73949
H33 4.29402 1.65184 -10.35354
H34 6.89390 1.83632 -8.99653
H35 5.92966 0.59518 -8.59299
H36 6.04110 2.42820 -6.70988
H37 4.45640 1.71941 -7.12518
H38 5.70181 5.76281 -8.01099
H39 6.62889 4.35776 -8.73658
H40 6.69956 4.66141 -7.03946
C19 -6.39828 -0.78408 -8.71012
C20 -6.76809 -2.12405 -8.10212
C21 -6.98753 -2.19487 -6.53962
C22 -5.74963 -1.66671 -5.74188
N3 -6.06756 -0.79782 -4.45763
C23 -6.55187 0.63838 -4.83864
C24 -5.29526 1.47751 -5.01477
C25 -4.25045 0.76625 -4.24534
C26 -4.80370 -0.46871 -3.58439
C27 -7.05330 -1.54791 -3.55112
H41 -7.15094 -0.07245 -8.37073
H42 -6.43862 -0.76695 -9.79924
H43 -5.44801 -0.46364 -8.28305
H44 -5.90832 -2.77298 -8.26878
H45 -7.66647 -2.50656 -8.58658
H46 -7.30502 -3.21370 -6.31758
H47 -7.88408 -1.65255 -6.23930
H48 -5.16352 -0.98351 -6.35654
H49 -5.01120 -2.44109 -5.53412
H50 -7.14754 1.11767 -4.06175
H51 -7.22565 0.56597 -5.69239
H52 -5.48362 2.48170 -4.63500
H53 -5.03190 1.57011 -6.06841
H54 -3.67288 1.37217 -3.54723
H55 -3.51489 0.47831 -4.99644
H56 -5.03491 -0.38450 -2.52253
H57 -4.10048 -1.30148 -3.59230
H58 -6.63739 -2.55238 -3.47268
H59 -8.02145 -1.47628 -4.04675
H60 -7.03212 -1.11443 -2.55125
C28 -4.00829 6.32754 0.38547
C29 -4.55800 5.37651 1.47191
C30 -3.84473 5.49858 2.88948
C31 -2.28205 5.42014 2.86787
N4 -1.53964 5.43810 4.19824
C32 -1.76852 6.63616 5.09761
C33 -0.33414 7.04418 5.63614
C34 0.57185 6.82009 4.48066
C35 0.03246 5.47863 3.95416
C36 -1.90300 4.17405 5.05547
H61 -4.05103 7.35173 0.75602
H62 -4.68847 6.26067 -0.46364
H63 -2.97893 5.99874 0.24259
H64 -4.40092 4.40283 1.00784
H65 -5.61107 5.53649 1.70331
H66 -4.30029 4.72997 3.51382
H67 -4.03765 6.46590 3.35335
H68 -1.85977 6.23549 2.28052
H69 -2.10493 4.43453 2.43740
H70 -2.49660 6.44033 5.88479
H71 -2.00935 7.38120 4.33931
H72 -0.16442 6.42104 6.51420
H73 -0.38133 8.06755 6.00840
H74 1.64506 6.73284 4.65012
H75 0.39506 7.45954 3.61582
H76 0.59472 4.65454 4.39327
H77 0.19729 5.29661 2.89218
H78 -1.33921 4.25979 5.98438
H79 -1.78037 3.23421 4.51716
H80 -2.98130 4.21419 5.20962
C37 8.18957 -0.31803 -0.24346
C38 6.98883 0.55363 0.13852
C39 6.47007 0.08724 1.47480
C40 7.33877 0.66749 2.67459
N5 6.75187 0.24964 4.09448
C41 7.72716 0.51749 5.26681
C42 7.82991 -0.77879 6.12572
C43 6.50582 -1.47145 5.79446
C44 6.32918 -1.20785 4.25346
C45 5.46864 1.14304 4.27662
H81 7.93605 -1.37793 -0.22243
H82 9.02313 -0.11357 0.42846
H83 8.57561 -0.04958 -1.22682
H84 6.14327 0.42946 -0.53802
H85 7.23607 1.61425 0.09307
H86 6.23064 -0.97253 1.56238
H87 5.46447 0.50121 1.54905
H88 7.35903 1.74870 2.53799
H89 8.31226 0.17768 2.69671
H90 7.34575 1.32478 5.89204
H91 8.69697 0.91504 4.96763
H92 7.81128 -0.64297 7.20706
H93 8.75098 -1.31622 5.90012
H94 5.64351 -1.07418 6.32991
H95 6.56051 -2.56003 5.78476
H96 5.37013 -1.39854 3.77185
H97 7.08184 -1.79714 3.72968
H98 5.77375 2.18904 4.30630
H99 4.98876 0.92179 5.22997
H100 4.72289 0.93496 3.50939
C46 2.58950 -3.88211 -2.65428
C47 3.81550 -4.03727 -1.73935
C48 3.90386 -5.45976 -1.06350
C49 2.83747 -5.69791 0.04400
N6 3.09366 -6.85992 1.10575
C50 1.95746 -6.67515 2.18542
C51 2.65202 -6.31191 3.50783
C52 3.98432 -6.96408 3.37528
C53 4.36865 -6.83820 1.92448
C54 2.99054 -8.20661 0.37973
H101 2.41197 -2.83128 -2.88304
H102 1.67390 -4.07084 -2.09378
H103 2.44744 -4.46672 -3.56321
H104 3.70810 -3.26297 -0.97973
H105 4.63612 -3.77915 -2.40872
H106 4.91457 -5.70112 -0.73439
H107 3.73601 -6.13101 -1.90573
H108 1.82429 -5.77283 -0.35092
H109 2.96601 -4.80627 0.65765
H110 1.45216 -7.63695 2.27327
H111 1.17766 -5.93228 2.01758
H112 2.11576 -6.72839 4.36052
H113 2.78378 -5.23642 3.62634
H114 4.09433 -7.99150 3.72226
H115 4.64648 -6.41517 4.04486
H116 5.04078 -7.62883 1.59094
H117 4.81203 -5.86993 1.69217
H118 3.29873 -8.91532 1.14840
H119 3.69469 -8.03828 -0.43509
H120 1.98950 -8.38289 -0.01391
B1 0.41321 -0.22478 2.20461
F1 1.17232 -0.75005 1.12639
F2 0.67364 1.09918 2.41840
F3 -0.92503 -0.22825 1.87667
F4 0.64389 -0.93406 3.37633

As for the net charge: +5. The LUMO energy is -7.47 eV. Its energy relative to the best compared isomer or geometry (same formula, charge and spin) is 3.110 eV. For the HOMO-LUMO gap, the calculation gives 10.46 eV. The HOMO energy comes out at -17.93 eV. The molar mass is 940.400 u.